Entry 1:
A single C7H12 molecule in a non-equilibrium geometry, computed with ωB97M-V/def2-TZVPD.

```
19
Properties=species:S:1:pos:R:3:lowdin_charge:R:1
C 2.994 1.140 1.053 -0.01
C 2.653 0.525 -0.062 -0.19
C -1.886 -0.579 -0.811 -0.26
C -2.514 0.617 -0.077 -0.10
C 0.361 -0.387 0.357 -0.12
C -0.794 -1.277 0.015 -0.24
C 1.502 -0.353 -0.329 -0.12
H -2.164 0.735 0.945 0.06
H -2.155 1.527 -0.531 0.07
H -0.423 -2.183 -0.480 0.11
H 3.216 0.597 -0.988 0.09
H 1.440 -0.886 -1.275 0.11
H 0.178 0.266 1.209 0.11
H -1.325 -0.236 -1.690 0.10
H -2.608 -1.283 -1.221 0.10
H -1.307 -1.727 0.872 0.11
H 2.518 1.284 2.011 0.05
H -3.589 0.486 -0.127 0.07
H 3.903 1.736 1.130 0.05
```

Its net charge is 0. The calculation puts the HOMO energy at -8.691 eV. The calculation puts the molar mass at 96.17 g mol⁻¹. As for the SMILES: C=C/C=C/CCC. As for the energy above the lowest of the compared OMol25 structures with the same formula, charge and spin: 155.9 kJ/mol. The orbital gap is 9.64 eV.

---

Entry 2:
A single C7H12 molecule, computed with ωB97M-V/def2-TZVPD.

```
19
Properties=species:S:1:pos:R:3:lowdin_charge:R:1
C -0.144 -0.006 1.128 -0.08
C -2.599 0.056 0.066 -0.08
C -0.215 0.311 -1.000 -0.09
C 0.900 0.135 0.021 -0.45
C 2.041 -0.812 -0.182 -0.09
C -1.151 -0.393 0.009 -0.35
C 2.293 0.667 -0.005 -0.08
H -0.491 1.369 -1.106 0.12
H 0.056 -0.725 1.930 0.11
H -0.411 0.962 1.571 0.12
H 2.752 0.998 0.923 0.10
H -3.167 -0.470 0.841 0.07
H -2.673 1.133 0.261 0.08
H -1.097 -1.477 -0.152 0.14
H 2.174 -1.244 -1.172 0.10
H 2.313 -1.472 0.638 0.10
H -0.086 -0.132 -1.993 0.11
H -3.088 -0.136 -0.898 0.08
H 2.593 1.238 -0.880 0.10
```

Its net charge is 0. The calculation puts the HOMO energy at -9.801 eV. The calculation puts the molar mass at 96.17 g mol⁻¹. As for the SMILES: CC1CC2(CC2)C1. As for the energy above the lowest of the compared OMol25 structures with the same formula, charge and spin: 121.4 kJ/mol. The orbital gap is 10.96 eV.

---

Entry 3:
2 unconnected molecules or ions with the total composition C7H12, computed with ωB97M-V/def2-TZVPD.

```
19
Properties=species:S:1:pos:R:3:lowdin_charge:R:1
C 0.355 0.694 0.330 -0.01
C -1.935 -1.684 0.633 -0.06
C -0.913 -0.583 0.545 -0.46
C -0.830 0.514 -0.545 -0.13
C 0.625 -0.754 0.500 -0.13
C 2.616 1.749 -1.467 -0.05
C -1.830 -0.662 1.723 -0.08
H 1.174 -1.052 1.396 0.10
H 3.598 1.352 -1.202 0.02
H -1.397 -0.965 2.673 0.11
H -2.775 -1.631 -0.055 0.11
H 0.860 -1.388 -0.365 0.12
H -2.611 0.090 1.800 0.11
H -1.557 1.328 -0.567 0.10
H -1.560 -2.687 0.819 0.11
H 1.995 1.836 -0.564 -0.02
H -0.739 0.009 -1.516 0.12
H 2.744 2.738 -1.909 0.02
H 2.180 1.094 -2.229 0.02
```

Its net charge is 0. The calculation puts the HOMO energy at -8.014 eV. The calculation puts the molar mass at 96.17 g mol⁻¹. As for the energy above the lowest of the compared OMol25 structures with the same formula, charge and spin: 495.0 kJ/mol. The orbital gap is 8.88 eV.

---

Entry 4:
3 unconnected molecules or ions with the total composition C7H12, computed with ωB97M-V/def2-TZVPD.

```
19
Properties=species:S:1:pos:R:3:lowdin_charge:R:1
C 0.892 1.183 -0.968 -0.14
C 1.424 0.917 0.423 -0.19
C -1.314 -0.622 -0.436 -0.17
C -0.250 0.422 -1.267 -0.24
C 0.087 -0.866 -0.579 -0.27
C -2.123 -0.446 0.825 -0.06
C 0.947 -0.535 0.667 -0.17
H -0.591 0.411 -2.296 0.13
H -2.464 -1.435 1.155 0.09
H 2.513 1.002 0.471 0.10
H 1.813 -0.199 -1.646 0.12
H 1.787 -1.231 0.724 0.10
H 0.393 -0.634 1.604 0.09
H 1.289 -1.014 -1.469 0.11
H 1.178 2.065 -1.534 0.10
H -1.564 0.012 1.644 0.07
H -1.943 -0.891 -1.284 0.13
H 1.016 1.640 1.145 0.11
H -3.012 0.161 0.629 0.08
```

Its net charge is 0. The calculation puts the HOMO energy at -7.955 eV. The calculation puts the molar mass at 96.17 g mol⁻¹. As for the energy above the lowest of the compared OMol25 structures with the same formula, charge and spin: 583.7 kJ/mol. The orbital gap is 8.62 eV.

---

Entry 5:
2 unconnected molecules or ions with the total composition C7H12 in a non-equilibrium geometry, computed with ωB97M-V/def2-TZVPD.

```
19
Properties=species:S:1:pos:R:3:lowdin_charge:R:1
C 0.919 0.547 -0.110 -0.24
C -1.261 1.819 -0.606 -0.04
C -1.242 -0.359 0.726 -0.22
C -1.118 -1.766 0.142 -0.11
C 1.735 -0.365 0.557 -0.26
C -0.474 0.683 -0.048 -0.25
C 3.044 -0.449 0.370 -0.08
H -1.419 -1.810 -0.901 0.07
H -1.727 -2.482 0.696 0.08
H -2.260 -0.016 0.945 0.11
H -0.815 -0.435 1.739 0.12
H 3.697 -1.165 0.866 0.03
H -1.207 2.705 0.024 0.10
H 1.482 1.435 -0.492 0.13
H -0.081 -2.096 0.204 0.05
H -2.305 1.523 -0.695 0.08
H 0.449 -0.105 -1.573 0.30
H 3.570 0.353 -0.190 0.04
H -0.989 1.980 -1.652 0.09
```

Its net charge is 0. The calculation puts the HOMO energy at -6.299 eV. The calculation puts the molar mass at 96.17 g mol⁻¹. As for the energy above the lowest of the compared OMol25 structures with the same formula, charge and spin: 663.5 kJ/mol. The orbital gap is 5.29 eV.

---

Entry 6:
A single C7H12 molecule, computed with ωB97M-V/def2-TZVPD.

```
19
Properties=species:S:1:pos:R:3:lowdin_charge:R:1
C 1.385 0.884 0.562 -0.18
C 0.167 -1.004 -0.488 -0.23
C -2.017 -0.304 0.874 -0.07
C -0.201 0.273 -1.199 -0.20
C 0.987 1.167 -0.883 -0.17
C 1.016 -0.615 0.732 -0.15
C -1.253 -0.526 -0.420 -0.24
H -2.918 0.290 0.688 0.07
H -1.913 -0.984 -1.158 0.13
H 1.759 0.676 -1.503 0.12
H 0.847 1.530 1.265 0.10
H -0.421 0.224 -2.264 0.13
H 0.468 -0.782 1.667 0.10
H 1.908 -1.243 0.782 0.10
H -2.352 -1.274 1.271 0.08
H 0.949 2.217 -1.184 0.10
H -1.445 0.193 1.662 0.06
H 0.580 -1.781 -1.122 0.13
H 2.455 1.059 0.717 0.10
```

Its net charge is 0. The calculation puts the HOMO energy at -9.300 eV. The calculation puts the molar mass at 96.17 g mol⁻¹. As for the SMILES: C[C@H]1[C@H]2CCC[C@@H]12. As for the energy above the lowest of the compared OMol25 structures with the same formula, charge and spin: 122.0 kJ/mol. The orbital gap is 10.41 eV.

---

Entry 7:
A single C7H12 molecule, computed with ωB97M-V/def2-TZVPD.

```
19
Properties=species:S:1:pos:R:3:lowdin_charge:R:1
C -1.860 0.244 0.837 -0.22
C -1.006 -0.992 0.626 -0.20
C -0.634 1.142 0.678 -0.10
C 0.250 -0.132 0.476 -0.29
C -2.044 -0.606 -0.382 -0.09
C 1.071 -0.275 -0.805 -0.23
C 2.504 0.234 -0.657 -0.11
H -2.937 -1.227 -0.385 0.10
H 0.906 -0.270 1.345 0.14
H 3.035 -0.331 0.119 0.07
H -1.047 -1.945 1.148 0.13
H 1.085 -1.333 -1.101 0.11
H 0.570 0.262 -1.622 0.10
H 3.068 0.126 -1.590 0.07
H -0.668 1.847 -0.164 0.11
H -2.662 0.396 1.553 0.13
H -0.381 1.696 1.586 0.11
H 2.527 1.292 -0.370 0.07
H -1.753 -0.232 -1.364 0.10
```

Its net charge is 0. The calculation puts the HOMO energy at -9.539 eV. The calculation puts the molar mass at 96.17 g mol⁻¹. As for the SMILES: CC[C@H]1C[C@H]2C[C@@H]12. As for the energy above the lowest of the compared OMol25 structures with the same formula, charge and spin: 132.0 kJ/mol. The orbital gap is 10.76 eV.

---

Entry 8:
A single C7H12 molecule, computed with ωB97M-V/def2-TZVPD.

```
19
Properties=species:S:1:pos:R:3:lowdin_charge:R:1
C 2.203 -0.680 -0.200 -0.09
C -1.232 -0.473 -0.019 -0.34
C -2.520 0.321 0.114 -0.08
C 0.870 -0.016 -0.059 -0.44
C -0.233 -0.011 -1.119 -0.08
C 2.114 0.792 0.109 -0.09
C -0.146 -0.225 1.058 -0.09
H -0.325 0.704 1.616 0.12
H -3.197 0.141 -0.730 0.07
H -0.472 0.980 -1.524 0.11
H 0.056 -1.030 1.773 0.11
H -0.085 -0.706 -1.953 0.11
H 2.429 1.520 -0.634 0.10
H 2.492 -0.952 -1.213 0.10
H -1.451 -1.543 -0.108 0.13
H 2.556 -1.365 0.567 0.10
H 2.300 1.082 1.141 0.10
H -2.304 1.397 0.144 0.08
H -3.053 0.062 1.036 0.08
```

Its net charge is 0. The calculation puts the HOMO energy at -9.742 eV. The calculation puts the molar mass at 96.17 g mol⁻¹. As for the SMILES: CC1CC2(CC2)C1. As for the energy above the lowest of the compared OMol25 structures with the same formula, charge and spin: 124.1 kJ/mol. The orbital gap is 10.91 eV.